1.
Formula: C47H46Cl3FeN5OSSi
Source: the OMol25 dataset
Level of theory: wB97M-V/def2-TZVPD

Element x y z (Å)
Fe -0.854 1.340 0.165
C 1.072 1.216 -0.297
Si 1.868 1.361 1.375
C 0.649 2.476 2.321
N -0.782 2.175 1.998
C -1.619 3.391 2.235
C -1.736 3.743 3.711
C -2.292 2.564 4.537
C -2.526 1.347 3.648
C -1.277 1.029 2.843
C 2.004 -0.330 2.176
C 2.384 -1.439 1.416
C 2.542 -2.691 1.995
C 2.308 -2.863 3.352
C 1.944 -1.773 4.132
C 1.808 -0.521 3.547
C 3.535 2.200 1.436
C 3.679 3.556 1.122
C 4.922 4.169 1.137
C 6.053 3.432 1.465
C 5.933 2.087 1.779
C 4.684 1.479 1.766
H 1.272 0.237 -0.738
H 1.433 1.973 -0.987
H 0.848 3.496 1.980
H 0.799 2.482 3.405
H -2.604 3.209 1.810
H -1.171 4.206 1.672
H -2.383 4.617 3.788
H -0.763 4.058 4.091
H -3.221 2.842 5.034
H -1.588 2.296 5.328
H -3.378 1.503 2.983
H -2.768 0.467 4.247
H -1.465 0.169 2.196
H -0.473 0.729 3.515
H 2.562 -1.331 0.350
H 2.847 -3.533 1.387
H 2.427 -3.839 3.805
H 1.781 -1.896 5.195
H 1.563 0.323 4.184
H 2.812 4.156 0.864
H 5.011 5.220 0.895
H 7.025 3.908 1.477
H 6.811 1.509 2.036
H 4.609 0.427 2.017
C -6.331 -0.724 0.951
C -5.048 -1.180 1.205
C -3.950 -0.413 0.840
C -4.134 0.815 0.221
C -5.424 1.279 -0.033
C -6.512 0.507 0.332
N -2.973 1.612 -0.117
N -3.263 2.640 -0.760
C -2.184 3.480 -1.030
C -2.493 4.701 -1.629
C -1.487 5.626 -1.819
C -0.198 5.302 -1.410
C 0.094 4.069 -0.838
C -0.892 3.107 -0.631
H -7.188 -1.319 1.237
H -4.893 -2.136 1.688
H -2.959 -0.786 1.035
H -5.567 2.237 -0.507
H -7.511 0.871 0.135
H -3.518 4.901 -1.915
H -1.696 6.585 -2.273
H 0.602 6.020 -1.548
H 1.122 3.878 -0.560
Cl 4.982 -1.256 -1.616
C 3.416 -1.648 -2.239
C 2.864 -2.892 -1.975
C 1.598 -3.179 -2.452
C 0.870 -2.269 -3.217
C -0.537 -2.564 -3.713
C -1.389 -3.254 -2.643
N -1.282 -2.480 -1.410
C -0.918 -2.950 -0.175
C -0.705 -1.859 0.607
N -0.922 -0.724 -0.141
C -1.281 -1.138 -1.341
O -0.616 -3.174 -4.986
C -0.636 -4.592 -5.111
C 0.560 -5.315 -4.568
C 1.851 -5.087 -4.942
Cl 2.394 -3.921 -6.070
S 2.972 -6.078 -4.112
C 1.713 -6.846 -3.245
C 0.493 -6.348 -3.587
C 1.466 -1.033 -3.461
Cl 0.634 0.198 -4.370
C 2.726 -0.708 -2.981
H 3.422 -3.625 -1.410
H 1.181 -4.156 -2.238
H -1.004 -1.596 -3.893
H -1.043 -4.263 -2.421
H -2.427 -3.309 -2.971
H -0.810 -4.002 0.025
H -0.359 -1.822 1.627
H -1.495 -0.498 -2.183
H -0.717 -4.750 -6.186
H -1.542 -5.008 -4.656
H 1.936 -7.643 -2.554
H -0.437 -6.721 -3.176
H 3.156 0.262 -3.183

Values from the calculation:
**Net charge**: +1
**2S+1**: 2
**Kohn-Sham gap (spin up / spin down)**: 7.563 / 7.617 eV
**Highest occupied orbital energy (spin up / spin down)**: -10.922 / -10.829 eV

2.
Formula: C17H30N6O2S
Source: the OMol25 dataset
Level of theory: wB97M-V/def2-TZVPD

Element x y z (Å)
C 18.646 26.925 -31.221
C 17.776 27.640 -30.289
N 17.083 28.127 -29.512
H 18.045 26.603 -32.072
H 19.032 26.092 -30.634
H 19.457 27.543 -31.608
C 17.975 23.535 -24.434
C 17.498 23.722 -25.766
N 17.028 23.852 -26.817
H 17.213 23.773 -23.691
H 18.881 24.073 -24.159
H 18.016 22.471 -24.197
C 13.365 29.778 -30.249
C 13.426 30.908 -31.193
N 13.584 31.775 -31.948
H 12.818 30.065 -29.351
H 14.386 29.520 -29.968
H 12.786 29.012 -30.766
C 17.419 18.698 -29.793
C 17.259 20.090 -30.227
N 17.136 21.204 -30.665
H 17.919 18.711 -28.825
H 18.161 18.216 -30.429
H 16.500 18.117 -29.717
C 12.958 25.648 -34.135
C 12.309 26.481 -33.081
N 11.746 27.079 -32.245
H 13.525 24.849 -33.657
H 13.654 26.153 -34.805
H 12.105 25.252 -34.686
C 13.154 23.252 -25.731
C 12.085 23.014 -24.760
N 11.174 22.908 -24.052
H 13.037 24.295 -26.024
H 13.024 22.625 -26.613
H 14.096 23.084 -25.210
C 9.879 24.449 -31.108
S 9.739 22.614 -31.476
O 8.467 22.266 -32.251
C 11.181 22.409 -32.625
H 9.038 24.837 -30.535
H 9.802 25.010 -32.039
H 10.885 24.762 -30.831
H 12.095 22.411 -32.030
H 11.142 23.325 -33.215
H 11.293 21.478 -33.179
C 14.697 23.312 -29.457
C 14.294 24.565 -30.148
O 13.726 24.539 -31.216
C 14.210 25.886 -29.279
H 15.723 23.065 -29.728
H 14.089 22.482 -29.818
H 14.654 23.497 -28.384
H 13.362 26.515 -29.549
H 15.092 26.480 -29.520
H 14.373 25.650 -28.227

Values from the calculation:
**Net charge**: 0
**Kohn-Sham gap**: 8.413 eV
**Highest occupied orbital energy**: -8.413 eV

3.
Formula: C48H43Cl5N7O3SSiY
Source: the OMol25 dataset
Level of theory: wB97M-V/def2-TZVPD

Element x y z (Å)
Y -0.070 0.035 -0.112
Cl -4.656 6.212 0.775
C -3.838 4.784 0.251
C -3.291 3.910 1.178
C -2.596 2.811 0.718
Cl -1.955 1.645 1.827
C -2.365 2.514 -0.646
O -1.645 1.515 -1.033
C -3.014 3.414 -1.528
Cl -2.908 3.095 -3.218
C -3.729 4.515 -1.105
H -3.406 4.073 2.238
H -4.192 5.156 -1.840
C 5.376 -1.220 1.089
N 4.496 -0.205 1.593
C 4.864 1.029 2.066
C 3.773 1.622 2.589
N 2.710 0.753 2.432
C 3.165 -0.365 1.776
S 2.284 -1.696 1.330
C 1.504 0.785 3.135
C 1.459 1.409 4.383
C 0.340 1.216 5.168
C -0.674 0.388 4.704
C -0.561 -0.143 3.432
N 0.486 0.081 2.635
H 5.980 -1.628 1.902
H 6.030 -0.803 0.327
H 4.765 -2.018 0.670
H 5.870 1.382 1.990
H 3.640 2.601 2.996
H 2.293 1.994 4.733
H 0.276 1.666 6.146
H -1.543 0.180 5.309
H -1.342 -0.773 3.021
C 0.229 -4.678 -0.914
C 0.052 -4.851 -2.275
C -0.217 -3.744 -3.063
C -0.277 -2.491 -2.460
N -0.055 -2.322 -1.149
C 0.147 -3.395 -0.395
C -0.550 -1.270 -3.239
C -1.145 -1.317 -4.499
C -1.369 -0.134 -5.181
C -0.936 1.052 -4.615
C -0.350 1.010 -3.359
N -0.188 -0.112 -2.669
H 0.432 -5.514 -0.266
H 0.121 -5.831 -2.722
H -0.348 -3.852 -4.129
H 0.265 -3.221 0.666
H -1.459 -2.251 -4.936
H -1.866 -0.144 -6.139
H -1.058 1.994 -5.126
H 0.016 1.913 -2.889
C 3.059 -1.446 -1.988
Si 3.128 0.463 -1.918
C 5.022 0.810 -1.738
C 2.778 1.019 -3.730
N 2.031 1.045 -0.712
C 2.154 2.273 -0.118
C 1.102 2.740 0.693
C 1.166 3.906 1.425
C 2.315 4.682 1.380
C 3.349 4.279 0.544
C 3.277 3.118 -0.195
H 3.385 -1.786 -2.966
H 2.051 -1.803 -1.836
H 3.682 -1.926 -1.244
H 5.587 -0.009 -2.176
H 5.337 0.924 -0.707
H 5.310 1.713 -2.267
H 3.712 1.082 -4.283
H 2.289 1.985 -3.794
H 2.149 0.293 -4.238
H 0.193 2.133 0.705
H 0.318 4.206 2.029
H 2.394 5.585 1.968
H 4.243 4.884 0.474
H 4.091 2.843 -0.841
Cl -4.318 -3.172 4.016
C -5.088 -4.501 3.220
C -5.436 -5.608 3.973
C -5.951 -6.733 3.354
C -6.084 -6.764 1.976
C -5.760 -5.642 1.238
Cl -5.939 -5.667 -0.482
C -5.298 -4.458 1.832
N -5.077 -3.342 1.053
C -5.399 -2.052 1.432
C -6.410 -1.842 2.373
C -6.737 -0.569 2.790
C -6.088 0.524 2.241
C -5.146 0.326 1.246
C -4.795 -0.944 0.815
C -3.806 -1.115 -0.306
C -2.545 -1.862 0.171
O -2.485 -3.081 0.031
O -1.643 -1.135 0.707
H -5.286 -5.586 5.040
H -6.233 -7.590 3.942
H -6.459 -7.644 1.477
H -4.450 -3.464 0.264
H -6.939 -2.695 2.778
H -7.506 -0.430 3.536
H -6.324 1.527 2.566
H -4.681 1.183 0.780
H -3.505 -0.134 -0.680
H -4.257 -1.688 -1.121

Values from the calculation:
**Net charge**: 0
**Kohn-Sham gap**: 6.924 eV
**Highest occupied orbital energy**: -7.183 eV

4.
Formula: C8H10O8PY
Source: the OMol25 dataset
Level of theory: wB97M-V/def2-TZVPD

Element x y z (Å)
O 1.896 2.168 3.016
C 1.939 1.543 2.046
Y 1.447 0.070 0.070
O -0.084 2.638 -1.714
C 0.539 1.826 -1.213
C 2.117 -0.873 -2.175
O 2.258 -1.386 -3.203
C 3.415 -1.222 0.798
O 4.092 -2.078 0.266
C 3.654 1.375 -0.555
O 4.608 1.956 -0.821
H 3.593 -1.027 1.980
C -0.989 -1.796 -1.698
O -0.198 -1.746 -0.430
P -0.864 -1.349 1.341
O -2.424 -1.355 1.269
C -3.385 -0.643 0.467
O -0.674 0.594 1.318
C -1.492 1.797 1.170
H -0.518 -2.523 -2.370
H -0.860 -0.806 -2.165
H -2.074 -2.068 -1.626
H -2.969 -0.258 -0.477
H -4.199 -1.353 0.291
H -3.706 0.160 1.133
H -0.886 2.708 1.163
H -1.954 1.703 0.192
H -2.281 1.944 1.928

Values from the calculation:
**Net charge**: +2
**Kohn-Sham gap (spin up / spin down)**: 5.301 / 5.300 eV
**Highest occupied orbital energy (spin up / spin down)**: -14.488 / -14.486 eV

M (g/mol)
919.28 382.53 1092.24 354.04
Electronic energy (hartree)
-5499.3425 -1542.8126 -5491.2207 -1291.7531